C5H14AuClMnO | ωB97M-V/def2-TZVPD

Output
Frontier orbital gap (spin up / spin down) = 2.08 / 4.62 eV
LUMO energy (spin up / spin down) = 5.5 / 4.2 eV
ΔE to the lowest compared entry with this formula, charge and spin = 0.8599 eV
HOMO level (spin up / spin down) = 3.384 / -0.388 eV
Charge = -2
Electronic energy = -54986.831 eV
Multiplicity = 8

Geometry as XYZ:
```
23
Properties=species:S:1:pos:R:3:forces:R:3
Au 0.8164 0.2799 -4.6144 -0.078 0.767 1.144
Cl 0.8613 1.6075 -2.2181 1.147 0.097 -0.622
C -0.9478 0.1989 -5.7247 0.707 -0.210 -0.021
C 2.6869 -0.5783 -5.0109 -0.566 0.043 -0.236
H -0.6693 -0.5604 -6.4490 -0.742 0.065 -0.330
H -1.6913 -0.0943 -4.9906 -0.200 -0.169 -0.100
H -1.1261 1.1935 -6.1209 -0.085 -0.045 -0.250
H 2.4219 -1.2224 -5.8438 0.688 -0.224 -0.014
H 2.9355 -1.0831 -4.0830 0.100 -0.214 -0.025
H 3.3775 0.2266 -5.2394 0.110 -0.038 -0.183
Mn 0.1213 0.3162 -0.3241 -0.166 -1.001 0.754
C -1.6338 1.3761 -0.6784 -0.600 0.453 0.389
C -0.3806 -1.4985 0.9418 0.208 -2.573 -3.218
H -2.0233 0.7905 -1.5503 0.023 0.828 0.405
H -2.3666 1.4164 0.1508 0.085 -0.015 -0.465
H -1.2430 2.3957 -0.9270 -0.850 -0.768 -0.086
H 0.4276 -2.2103 0.9006 -0.135 -0.848 0.072
H -1.3893 -1.7638 0.5914 0.078 -0.042 0.920
C -0.0308 -0.1747 3.1949 -0.405 -0.329 -0.849
O -0.1240 -0.4863 1.7394 0.986 5.432 3.404
H -0.8619 0.4816 3.4671 -0.385 -0.384 -0.049
H 0.8418 0.4557 3.4419 0.202 -0.498 -0.741
H -0.0027 -1.0669 3.8077 -0.120 -0.329 0.101
```
Forces are in eV/Å.

C5H6N2O | ωB97M-V/def2-TZVPD

Output
Frontier orbital gap = 8.65 eV
LUMO energy = 0.6 eV
ΔE to the lowest compared entry with this formula, charge and spin = 5.0354 eV
HOMO level = -8.092 eV
Electronic energy = -10304.568 eV

Geometry as XYZ:
```
14
Properties=species:S:1:pos:R:3:forces:R:3
C -1.6776 0.0411 0.0075 -1.838 -3.755 1.106
C -0.5262 1.8132 -0.0828 1.207 1.060 -0.801
C 1.6680 0.1031 0.2476 1.519 4.154 1.138
C 0.9658 -1.1421 -0.1802 -1.171 -4.455 4.067
C -0.3859 -0.4035 0.0503 1.912 0.596 -2.306
H -2.2150 -1.7938 -0.1674 -0.037 -0.125 -0.037
H -0.0174 2.9254 -0.3249 -2.175 -3.201 0.954
H 1.4941 0.4161 1.4353 1.836 -1.658 -2.762
H 2.7089 0.6114 -0.2876 -3.135 -1.841 1.630
H 1.0944 -2.0296 0.4665 0.227 0.419 0.294
H 1.0733 -1.6133 -1.0900 0.541 0.106 -2.616
N -1.8823 1.3895 0.0440 5.202 -0.329 -1.154
N 0.3912 0.6781 -0.1843 -4.508 6.459 0.456
O -2.6912 -0.9955 0.0660 0.421 2.571 0.029
```
Forces are in eV/Å.

C4H8NO2 | ωB97M-V/def2-TZVPD

Output
Frontier orbital gap = 5.86 eV
LUMO energy = 2.7 eV
ΔE to the lowest compared entry with this formula, charge and spin = 7.4726 eV
HOMO level = -3.121 eV
Charge = -1
Electronic energy = -9857.314 eV

Geometry as XYZ:
```
15
Properties=species:S:1:pos:R:3:forces:R:3
O 2.0278 -1.3838 -1.1204 -1.886 1.490 2.032
C 1.4832 -0.8231 -0.1186 4.308 -6.091 -1.841
C 0.6896 0.2632 0.1700 -2.441 1.799 3.498
C -0.5616 0.3073 1.0622 0.083 0.342 0.536
C -1.8489 -0.3532 0.3535 -1.535 -0.465 -0.637
O -2.7962 0.5718 0.0074 1.648 -1.468 0.620
N 1.7282 1.0653 0.0413 -2.339 2.746 0.636
H 1.8816 -1.2054 0.9567 -1.022 0.489 -1.685
H -1.5211 1.5371 -1.8425 -0.203 0.033 0.101
H -0.8594 1.3338 1.3522 0.420 -0.294 -0.544
H -0.4764 -0.2047 2.0481 0.700 -0.046 -0.759
H -1.3258 -0.9086 -0.4570 -0.389 0.035 -0.746
H -2.2961 -1.3431 0.9127 0.988 2.011 -0.100
H 1.7346 1.3000 -0.9392 1.494 -0.611 -0.966
H -1.6626 2.1652 -2.2186 0.174 0.029 -0.145
```
Forces are in eV/Å.

C30H33ClNO3S | ωB97M-V/def2-TZVPD

Output
Frontier orbital gap = 4.45 eV
LUMO energy = 1.3 eV
ΔE to the lowest compared entry with this formula, charge and spin = 0.0000 eV
SMILES = Cc1ccc([C@H](c2cc(C(C)(C)C)c([O-])c(C(C)(C)C)c2)[C@@H](Cl)S(=O)(=O)c2ccc(C#N)cc2)cc1
HOMO level = -3.178 eV
Charge = -1
Electronic energy = -62636.549 eV

Geometry as XYZ:
```
69
Properties=species:S:1:pos:R:3:forces:R:3
C 4.1896 5.2102 -0.6283 0.153 0.118 -0.070
C 3.0955 4.1972 -0.7940 -0.165 -0.251 -0.137
C 3.3427 2.8212 -0.7003 -0.454 -0.027 -0.174
C 2.2821 1.9009 -0.7539 0.278 0.258 0.098
C 0.9568 2.3539 -0.7824 0.184 0.121 -0.497
C -0.2542 1.4834 -0.4076 1.057 0.591 1.072
C 0.0584 0.3197 0.5638 -0.014 0.014 -0.225
C -0.8603 -0.7320 0.6830 -0.185 0.648 0.111
C -0.8638 -1.6222 1.7232 0.465 -0.121 0.330
C -2.0278 -2.6145 1.9418 0.585 0.066 -0.180
C -1.5199 -4.0415 1.7042 0.071 -0.148 0.049
C -3.1984 -2.3587 0.9867 -0.049 -0.016 0.004
C -2.5595 -2.4756 3.3742 0.118 0.071 0.064
C 0.3161 -1.6658 2.5857 -0.004 0.209 -0.405
O 0.4745 -2.6196 3.3887 0.057 -0.372 0.717
C 1.3062 -0.5898 2.4600 -0.650 -0.388 0.159
C 2.5392 -0.5929 3.3881 -0.444 -0.004 -0.116
C 2.0869 -0.5141 4.8549 -0.069 -0.049 0.019
C 3.4707 0.5900 3.1089 0.065 0.003 0.044
C 3.3298 -1.8941 3.1794 -0.089 -0.067 -0.063
C 1.0831 0.4052 1.5291 -0.192 0.135 -0.421
C -1.1583 1.1585 -1.5532 -1.536 -1.196 -0.942
Cl -1.7625 2.5593 -2.4786 -0.182 0.209 -0.132
S -0.6140 -0.0743 -2.8133 0.756 -0.560 1.097
O -0.4637 -1.3217 -2.0869 -0.189 0.694 -1.010
O 0.4887 0.4747 -3.5659 -0.606 -0.132 -0.003
C -2.0150 -0.3006 -3.9384 -0.201 -0.091 -0.418
C -2.8421 -1.4244 -3.8093 0.143 0.136 0.038
C -3.7853 -1.7097 -4.7983 0.069 -0.143 0.062
C -3.8819 -0.8948 -5.9318 0.135 0.158 0.464
C -4.7288 -1.2748 -7.0326 -1.632 -0.609 -1.947
N -5.3969 -1.5888 -7.9436 1.545 0.728 2.123
C -3.1224 0.2783 -6.0093 0.153 0.074 -0.104
C -2.1717 0.5586 -5.0314 0.010 -0.024 -0.070
C 0.7521 3.7034 -1.0957 0.192 0.249 0.428
C 1.7967 4.6227 -1.0792 0.164 -0.307 0.048
H 3.7494 6.2098 -0.5594 0.184 -0.082 0.072
H 4.7786 5.0139 0.2752 -0.077 0.085 -0.157
H 4.8717 5.2092 -1.4865 -0.021 -0.024 0.128
H 4.3701 2.4721 -0.5478 -0.390 0.044 -0.126
H 2.4919 0.8291 -0.7382 -0.126 0.350 0.316
H -0.8868 2.1637 0.2027 0.123 -0.030 -0.438
H -1.6432 -0.8227 -0.0554 -0.110 0.064 0.112
H -0.7184 -4.2715 2.4125 -0.135 0.056 -0.164
H -2.3363 -4.7630 1.8283 0.014 -0.026 -0.021
H -1.1242 -4.1272 0.6845 -0.066 -0.042 0.119
H -3.5943 -1.3424 1.1146 0.054 -0.135 -0.124
H -2.9063 -2.5131 -0.0609 -0.060 0.094 0.141
H -4.0092 -3.0667 1.2105 0.151 0.114 -0.027
H -2.9001 -1.4454 3.5369 0.000 -0.142 0.057
H -3.4059 -3.1555 3.5324 0.047 0.044 -0.002
H -1.7699 -2.7084 4.0940 -0.103 0.078 -0.119
H 1.4431 -1.3690 5.0881 0.089 0.200 -0.046
H 2.9609 -0.5310 5.5196 -0.082 0.031 -0.020
H 1.5303 0.4169 5.0246 0.085 -0.144 0.033
H 3.8157 0.5894 2.0663 -0.071 0.072 0.164
H 2.9779 1.5465 3.3275 0.101 -0.114 -0.121
H 4.3554 0.5173 3.7576 -0.152 -0.001 -0.098
H 3.6671 -1.9551 2.1360 0.022 -0.056 0.185
H 4.2031 -1.9116 3.8454 -0.032 -0.007 -0.110
H 2.6826 -2.7504 3.4003 0.194 0.192 -0.107
H 1.7303 1.2800 1.5490 -0.101 -0.222 -0.173
H -2.0853 0.7028 -1.1719 0.381 0.049 -0.050
H -2.7153 -2.1095 -2.9692 0.008 0.306 -0.171
H -4.4382 -2.5814 -4.6961 0.356 0.270 -0.109
H -3.2679 0.9626 -6.8501 0.180 -0.344 0.252
H -1.5236 1.4273 -5.1485 -0.183 -0.266 0.148
H -0.2425 4.0681 -1.3247 0.140 -0.018 0.432
H 1.5970 5.6879 -1.2350 0.043 -0.374 0.010
```
Forces are in eV/Å.

C6H12N2O2S | ωB97M-V/def2-TZVPD

Output
Frontier orbital gap = 8.90 eV
LUMO energy = 0.6 eV
ΔE to the lowest compared entry with this formula, charge and spin = 1.1162 eV
SMILES = CC(C)(C)N1SC(=O)N[C@H]1O
HOMO level = -8.278 eV
Electronic energy = -24325.852 eV

Geometry as XYZ:
```
23
Properties=species:S:1:pos:R:3:forces:R:3
C 0.1907 0.4344 1.5190 -0.497 -0.562 -0.209
C 0.2484 0.5021 0.0129 -2.073 1.874 0.101
C 1.1781 1.6390 -0.4659 1.069 0.642 -0.611
C -1.2391 0.8765 -0.4283 1.997 0.685 -2.090
N 0.7646 -0.7073 -0.5832 -0.142 -3.947 1.684
S 0.7480 -0.7827 -2.3025 0.139 -0.175 -0.904
C 0.8743 -2.6211 -2.3847 -0.048 2.928 -0.110
O 1.1834 -3.1976 -3.3697 0.250 -0.995 -1.033
N 0.5354 -3.0239 -1.1844 0.456 -2.054 1.952
C 0.3008 -2.1334 -0.0471 -2.061 1.274 -2.226
O 0.9199 -2.6055 1.0626 1.984 1.392 0.688
H 0.2233 1.4408 1.9365 -0.232 -0.241 0.118
H -0.6943 -0.1403 1.8024 -0.113 0.418 0.300
H 0.9842 -0.1644 1.8719 1.350 -0.246 0.732
H 1.8007 1.1427 -1.2232 0.173 0.696 0.058
H 1.9316 2.0749 0.2871 -1.464 -0.698 -0.832
H 0.6140 2.4587 -1.0055 0.800 -0.782 0.872
H -1.3678 0.4592 -1.4355 -0.235 -0.012 0.117
H -2.0331 0.5180 0.1792 -0.488 -0.132 0.756
H -1.2373 1.9736 -0.6237 -0.620 -0.771 0.689
H 0.7151 -4.0061 -0.9385 -0.228 0.666 -0.184
H -0.8094 -2.2682 0.1323 0.940 0.955 0.145
H 1.7830 -2.1057 1.1163 -0.955 -0.914 -0.011
```
Forces are in eV/Å.

C15H28N3O5 | ωB97M-V/def2-TZVPD

Output
Frontier orbital gap = 6.69 eV
LUMO energy = -5.9 eV
ΔE to the lowest compared entry with this formula, charge and spin = 1.2653 eV
HOMO level = -12.620 eV
Charge = +1
Electronic energy = -30706.341 eV

Geometry as XYZ:
```
51
Properties=species:S:1:pos:R:3:forces:R:3
C -4.4140 2.2661 -0.3609 1.260 -1.142 -0.093
C -3.4339 0.9995 -0.6848 -0.434 0.838 -0.054
C -2.6217 1.2234 -2.0751 -0.710 0.087 1.075
C -1.9244 2.6573 -1.9517 -1.851 0.843 -0.087
N -0.6356 2.8142 -2.7043 1.308 -2.294 1.490
C 0.1357 1.5705 -2.4463 -1.468 0.015 -2.091
N 1.1776 1.5361 -1.6075 -1.302 -0.029 0.386
N -0.3814 0.3721 -3.1540 2.156 3.043 0.122
C -1.6291 0.0053 -2.3924 -1.451 -1.326 1.160
C -1.1794 -0.8615 -1.1175 0.235 -0.436 -0.676
C -2.1672 -2.0936 -0.7789 1.185 0.434 1.186
C -1.3716 -3.0342 0.2815 -1.006 -0.903 -1.817
O -1.5645 -2.6184 1.6595 1.988 2.071 -0.537
C -0.5733 -1.6642 2.0488 2.014 0.481 0.059
C -1.1319 -0.2371 2.5121 -0.706 -0.736 0.646
O 0.6500 -1.8783 2.0181 -4.292 0.115 -0.245
H -4.7119 2.7068 -1.3631 -0.022 -0.222 1.538
H -5.2875 1.8782 0.2510 0.985 0.746 -0.939
H -3.7910 2.9722 0.2859 -1.223 -0.566 -1.078
H -4.0894 0.0777 -0.7725 1.067 1.019 0.201
H -2.7215 0.9514 0.2176 -0.993 -0.393 -1.512
H -3.4378 1.2613 -2.8841 1.399 0.038 0.970
H -1.7916 3.0108 -0.8644 0.090 -0.800 -1.605
H -2.6556 3.4174 -2.4123 1.239 -1.019 0.806
H -0.7873 2.8523 -3.7261 -0.197 -0.281 0.656
H 2.1205 1.2136 -1.8570 -0.977 -1.030 0.203
H 1.0009 1.7841 -0.6168 0.640 1.004 -1.060
H -0.6070 0.7312 -4.0939 -0.358 -0.471 0.421
H -2.2113 -0.7187 -3.0728 1.140 1.094 0.830
H -0.9593 -0.1958 -0.2241 -0.451 -0.887 -1.016
H -0.1777 -1.3500 -1.4050 -1.433 0.771 0.334
H -2.3598 -2.6679 -1.7465 0.138 0.688 1.405
H -3.1221 -1.7809 -0.2502 1.075 -0.345 -1.001
H -1.8448 -4.0784 0.2026 1.036 1.504 0.254
H -0.2844 -3.0204 -0.0542 -1.268 -0.388 0.917
H -2.2666 -0.3466 2.6616 1.744 0.403 -0.220
H -0.6384 0.0923 3.4935 -0.687 -0.718 -1.437
H -0.9112 0.5950 1.7626 -0.239 -1.388 0.789
C 3.1781 -0.4526 2.0399 0.194 0.365 -0.090
C 4.5476 -0.9885 1.6857 -1.031 0.193 0.154
C 5.3059 -1.5327 2.8617 -0.003 -0.595 0.375
O 6.6608 -1.3284 2.4754 -0.063 0.434 -0.349
C 6.6696 -0.2725 1.6159 1.065 0.467 -0.276
O 7.6544 0.2914 1.2451 -0.729 -0.389 0.231
O 5.4026 0.0596 1.2332 0.492 -0.193 0.079
H 2.5699 -1.2101 2.5297 0.181 0.096 -0.135
H 3.2551 0.4207 2.6944 0.167 -0.135 0.044
H 2.6578 -0.1202 1.1368 -0.069 -0.171 0.032
H 4.4668 -1.7309 0.8840 0.089 -0.036 0.087
H 5.1091 -2.5929 3.0280 0.198 0.085 -0.018
H 5.1218 -0.9861 3.7918 -0.118 0.059 -0.115
```
Forces are in eV/Å.

C3H7BrN4 | ωB97M-V/def2-TZVPD

Output
Frontier orbital gap = 8.25 eV
LUMO energy = -9.7 eV
ΔE to the lowest compared entry with this formula, charge and spin = 2.3048 eV
SMILES = [NH2+]=C1NC=[NH+]CN1Br
HOMO level = -17.956 eV
Charge = +2
Electronic energy = -79207.064 eV

Geometry as XYZ:
```
15
Properties=species:S:1:pos:R:3:forces:R:3
N -1.7778 0.5590 1.4665 -0.320 -0.196 0.418
C -0.8332 0.0687 0.7740 1.065 3.330 -4.707
N -0.1143 -1.0413 0.9305 -0.385 -0.575 0.677
C 0.9948 -1.3181 0.1922 0.519 0.004 -0.351
N 1.3587 -0.6395 -0.8339 0.258 -0.440 0.478
C 0.6544 0.4452 -1.4836 -0.140 0.912 -1.162
N -0.4957 0.9886 -0.7775 -1.495 -2.186 4.329
Br -0.5195 2.8477 -0.4745 0.196 -0.620 0.036
H -2.1696 0.1182 2.3048 0.166 0.082 -0.143
H -2.2162 1.4403 1.1762 0.148 -0.146 -0.062
H -0.3556 -1.7008 1.6786 0.138 0.130 -0.202
H 1.5999 -2.1603 0.5252 -0.080 0.101 -0.079
H 2.2292 -0.8979 -1.3089 -0.165 -0.154 0.254
H 0.2610 0.0568 -2.4426 0.231 0.003 0.316
H 1.3838 1.2335 -1.7271 -0.137 -0.246 0.198
```
Forces are in eV/Å.

C9H17F2O3P | ωB97M-V/def2-TZVPD

Output
Frontier orbital gap (spin up / spin down) = 8.26 / 8.22 eV
LUMO energy (spin up / spin down) = 0.9 / -1.2 eV
ΔE to the lowest compared entry with this formula, charge and spin = 0.0000 eV
HOMO level (spin up / spin down) = -7.404 / -9.410 eV
Electronic energy = -30469.907 eV
Multiplicity = 3

Geometry as XYZ:
```
32
Properties=species:S:1:pos:R:3:forces:R:3
C -3.1073 -1.4873 -1.7292 -1.155 1.028 -1.617
C -2.4580 -1.1499 -0.6724 -1.003 -1.080 -0.850
C -3.9046 -0.1096 1.1019 -2.919 -1.973 2.502
C 1.4849 2.8028 -0.7147 2.128 -1.899 1.024
C 4.1212 -1.8737 0.4181 -2.825 -0.318 1.999
C -2.6041 -0.7174 0.6491 2.766 0.849 2.793
C 0.1777 2.0832 -0.2735 0.828 3.537 0.228
C 3.4968 -0.4997 0.6723 1.774 -0.349 -1.050
C 0.2564 -1.8635 -0.8865 1.143 -1.179 -2.032
O 0.5792 -0.4353 1.4523 -0.105 -0.534 0.782
O 0.0898 0.8161 -0.7549 1.306 -4.861 -0.055
O 2.4876 -0.1539 -0.3043 -2.329 -0.600 0.286
F 0.2008 -3.1101 -0.4191 -0.051 1.151 0.701
F 0.5422 -2.0046 -2.2187 -0.328 0.936 1.379
P 0.8607 -0.4136 0.0292 1.732 1.900 -1.149
H -2.5883 -1.7331 -2.6200 0.806 -0.722 -0.794
H -4.1405 -1.2068 -2.0417 0.237 -0.290 0.968
H -3.8711 -0.0804 2.3201 -0.197 0.501 -3.046
H -4.8358 -0.8606 0.8911 2.240 1.593 0.375
H -4.2044 0.8290 0.6236 0.399 -0.057 0.361
H 1.5339 3.8478 -0.3756 -0.290 -0.324 -0.509
H 2.5310 2.2986 -0.4300 -2.489 0.945 -0.215
H 1.3914 2.6192 -1.7781 0.587 0.868 -0.471
H 4.8045 -2.0902 1.2303 0.113 -0.185 0.119
H 3.3163 -2.6342 0.3683 0.498 0.101 0.274
H 4.6059 -1.8935 -0.4795 1.431 -0.003 -2.410
H -1.7224 0.0405 0.7429 -1.638 -0.926 0.514
H -2.3026 -1.5592 1.3815 -0.414 1.160 -1.120
H -0.4808 2.6120 -0.9593 -0.920 0.261 0.786
H -0.0981 2.2193 0.7893 0.082 -0.362 -0.493
H 4.3865 0.1382 0.4195 -1.274 0.363 0.768
H 3.1394 -0.4416 1.6947 -0.134 0.468 -0.045
```
Forces are in eV/Å.

Q: Which of these has the lowest electronic energy?
A: C3H7BrN4